(1)
Molecular formula: C16H13BrN4O2ReS3SbSe4
Method: DFT, the ωB97M-V functional and the def2-TZVPD basis

E_HOMO (spin up / spin down) in eV: -4.60 / -4.68
Largest force on an atom in hartree/bohr: 0.0243
Gap between HOMO and LUMO (spin up / spin down) in eV: 6.06 / 6.07

```
! wB97M-V def2-TZVPD RIJCOSX def2/J DEFGRID3
* xyz -1 2
Re -0.7442 -0.6852 -0.1199
O 3.0120 3.2904 0.0199
C 3.7069 2.1787 -0.2628
C 5.0989 2.2765 -0.2864
C 5.8775 1.1764 -0.5791
C 5.2887 -0.0550 -0.8572
C 3.9131 -0.1585 -0.8328
C 3.1015 0.9404 -0.5334
C 1.6443 0.7683 -0.4969
O 1.1627 -0.4583 -0.6849
N 0.8899 1.7705 -0.1930
N -0.4420 1.3811 -0.0522
C -1.2760 2.3439 0.1679
S -2.9358 1.9919 0.3323
C -3.3879 3.6441 0.8942
C -2.5076 4.6352 0.1617
S -0.7958 4.0260 0.2303
H 2.0578 3.0540 0.0110
H 5.5413 3.2402 -0.0709
H 6.9558 1.2771 -0.5928
H 5.8978 -0.9183 -1.0884
H 3.4295 -1.1007 -1.0475
H -3.2513 3.7033 1.9740
H -4.4427 3.7644 0.6445
H -2.5241 5.6202 0.6269
H -2.8050 4.7194 -0.8828
Se -5.9463 -2.2712 -2.3713
Sb -5.5151 -0.2600 -1.1778
Se -2.4077 -0.7446 -1.6825
Se -5.8396 1.8474 -2.2381
Se -5.4744 -0.2659 1.2115
Br -3.1751 -3.1331 0.9781
C -1.5061 -3.7381 0.3985
C -1.2514 -5.1085 0.4489
C -0.0227 -5.5891 0.0634
C 0.9392 -4.6844 -0.3674
C 0.6137 -3.3486 -0.3936
N -0.5883 -2.8579 -0.0207
H -2.0334 -5.7671 0.7958
H 0.1847 -6.6508 0.0994
H 1.9227 -5.0001 -0.6845
H 1.3265 -2.6133 -0.7297
S -1.2331 -0.7877 4.5238
C -1.2298 -0.7423 2.9250
N -1.2289 -0.7108 1.7397
*
```

Charges per atom according to natural (NBO) partitioning, unit e: Re 1.00; O -0.69; C 0.44; C -0.30; C -0.17; C -0.27; C -0.14; C -0.24; C 0.57; O -0.72; N -0.43; N -0.39; C -0.05; S 0.48; C -0.55; C -0.53; S 0.30; H 0.51; H 0.22; H 0.21; H 0.21; H 0.22; H 0.22; H 0.26; H 0.23; H 0.23; Se -0.67; Sb 1.06; Se -0.20; Se -0.71; Se -0.71; Br 0.20; C 0.15; C -0.25; C -0.15; C -0.27; C 0.07; N -0.48; H 0.24; H 0.22; H 0.22; H 0.23; S -0.14; C 0.23; N -0.66

(2)
Molecular formula: C7H16N
Method: DFT, the ωB97M-V functional and the def2-TZVPD basis

E_HOMO in eV: -13.20
Largest force on an atom in hartree/bohr: 0.0643
Gap between HOMO and LUMO in eV: 9.93

```
! wB97M-V def2-TZVPD RIJCOSX def2/J DEFGRID3
* xyz 1 1
C -1.4761 1.3301 0.4599
C -0.1433 2.0646 0.3262
C 0.7993 1.9933 -0.6655
C 2.1734 2.7255 -0.6728
H -1.5464 0.7016 -0.4269
H -1.5311 0.8043 1.3887
H -2.2883 2.0651 0.5148
H 0.0551 2.7943 1.1189
H 0.6067 1.5074 -1.6195
H 2.2992 3.1984 0.3185
H 2.9266 1.9470 -0.8852
H 2.1152 3.4417 -1.4887
C -1.1583 -3.3671 -0.9563
C -1.0052 -2.1247 -0.1753
C 0.0857 -1.9563 0.6262
N 0.5612 -0.7141 1.2362
H -0.3192 -4.0448 -0.7414
H -2.1134 -3.8154 -0.6616
H -1.3008 -3.1901 -2.0386
H -1.5835 -1.3064 -0.5273
H 0.7551 -2.8101 0.7655
H 0.5048 0.0212 0.4997
H 0.0253 -0.4897 2.0883
H 1.5582 -0.7756 1.5163
*
```

Charges per atom according to natural (NBO) partitioning, unit e: C -0.66; C -0.23; C -0.19; C -0.64; H 0.21; H 0.20; H 0.26; H 0.21; H 0.20; H 0.22; H 0.22; H 0.24; C -0.65; C -0.09; C -0.13; N -0.73; H 0.23; H 0.25; H 0.25; H 0.22; H 0.22; H 0.48; H 0.45; H 0.45

(3)
Molecular formula: C4H7NO2
Method: DFT, the ωB97M-V functional and the def2-TZVPD basis

SMILES string: N[C@@]12C[C@@H]1O2.C=O
E_HOMO in eV: -8.89
Largest force on an atom in hartree/bohr: 0.0104
Gap between HOMO and LUMO in eV: 9.85

```
! wB97M-V def2-TZVPD RIJCOSX def2/J DEFGRID3
* xyz 0 1
N 1.6390 0.6595 1.6914
C 0.6708 0.1133 0.8684
O -0.5586 0.7270 0.3489
C 0.5942 -1.1377 0.0559
C -0.5318 -0.6183 0.9047
C -1.4574 0.4823 -2.1206
O -1.4232 -0.6791 -2.4482
H 1.2599 1.2646 2.4102
H 2.3358 1.1601 1.1514
H 1.1451 -1.9703 0.4920
H 0.5324 -1.1077 -1.0303
H -1.2464 -1.0007 1.6177
H -0.5964 1.1620 -2.2546
H -2.3635 0.9451 -1.6867
*
```

Charges per atom according to natural (NBO) partitioning, unit e: N -0.81; C 0.34; O -0.54; C -0.42; C 0.02; C 0.30; O -0.54; H 0.38; H 0.38; H 0.22; H 0.23; H 0.22; H 0.11; H 0.11